Entry 1:
Entry from the Open Molecules 2025 dataset: one molecule with the formula C3H8S2 at a distorted geometry (wB97M-V/def2-TZVPD).

Each line ends with the Mulliken charge.
CARTESIAN COORDINATES (ANGSTROEM)
C1 -1.704 1.578 2.209  -1.27
H1 -1.026 1.986 0.189  0.35
H2 -2.497 2.321 2.251  0.35
C2 -0.471 -0.041 0.681  -0.66
H3 -2.384 0.822 0.393  0.20
H4 -0.840 1.974 2.736  0.34
H5 0.025 -0.321 1.609  0.40
H6 2.075 -2.157 -0.948  0.15
S1 0.950 -1.614 -1.450  -0.23
H7 -1.033 -0.928 0.423  0.40
S2 0.807 0.211 -0.599  -0.09
C3 -1.430 1.161 0.766  -0.28
H8 -2.009 0.719 2.815  0.34

Results
Frontier orbital gap = 0.353 hartree

---

Entry 2:
Entry from the Open Molecules 2025 dataset: a 2-piece molecular cluster, C3H8S3Si overall at a distorted geometry (wB97M-V/def2-TZVPD).

Each line ends with the Mulliken charge.
CARTESIAN COORDINATES (ANGSTROEM)
Si1 0.664 0.631 -2.285  0.35
H1 1.221 1.410 1.977  0.19
H2 0.326 -2.125 0.611  0.34
H3 -1.140 -0.064 0.066  -0.01
C1 0.183 1.636 2.329  -0.59
S1 -0.812 2.212 0.910  -0.31
C2 0.236 -1.718 -0.439  -0.64
H4 -1.953 -1.454 -0.322  0.37
H5 0.150 2.420 3.118  0.27
S2 1.617 -0.485 -0.679  -0.14
H6 0.461 -2.337 -1.229  0.43
S3 -1.217 -0.479 -2.419  -0.14
H7 1.529 0.580 -3.583  -0.04
C3 -1.119 -0.869 -0.672  -0.28
H8 -0.145 0.643 2.615  0.22

Results
Frontier orbital gap (spin up / spin down) = 0.164 / 0.166 hartree

---

Entry 3:
Entry from the Open Molecules 2025 dataset: a 2-piece molecular cluster, C3H8S4 overall at a distorted geometry (wB97M-V/def2-TZVPD).

Each line ends with the Mulliken charge.
CARTESIAN COORDINATES (ANGSTROEM)
S1 0.698 -2.343 -0.276  -0.21
S2 -2.646 -0.064 -0.319  -0.17
H1 -0.608 1.157 -2.430  0.13
C1 1.922 0.147 -0.067  -1.04
H2 1.942 0.126 -1.152  0.36
H3 -2.782 -0.121 -1.664  0.10
H4 2.947 -0.177 0.310  0.35
H5 0.772 -1.010 1.559  0.42
H6 -0.399 -2.772 0.580  0.14
C2 0.805 -0.866 0.512  -0.08
C3 -1.065 0.810 -0.022  0.00
H7 1.593 1.153 0.341  0.24
S3 -0.668 1.913 -1.243  -0.20
S4 -1.161 1.586 1.568  -0.17
H8 -1.353 0.462 2.301  0.12

Results
Frontier orbital gap (spin up / spin down) = 0.280 / 0.258 hartree

---

Entry 4:
Entry from the Open Molecules 2025 dataset: C3H8Se as an isolated structure at a distorted geometry (wB97M-V/def2-TZVPD).

Each line ends with the Mulliken charge.
CARTESIAN COORDINATES (ANGSTROEM)
H1 -1.559 0.153 -1.126  0.33
H2 -0.874 1.299 0.170  0.33
C1 -0.716 0.725 -0.788  -1.11
H3 -0.875 -1.765 0.450  0.28
H4 1.075 -1.717 0.670  0.35
H5 -0.512 1.582 -1.435  0.32
C2 0.511 -0.162 -0.652  -0.37
C3 0.265 -1.013 0.476  -0.62
H6 0.491 -0.728 -1.558  0.25
H7 1.331 0.452 -0.518  0.33
H8 0.926 1.183 2.164  0.08
Se1 -0.062 -0.009 2.148  -0.17

Results
Frontier orbital gap = 0.341 hartree

---

Entry 5:
Entry from the Open Molecules 2025 dataset: an isolated ion of composition C3H9BI and charge -1 (wB97M-V/def2-TZVPD).

Each line ends with the Mulliken charge.
CARTESIAN COORDINATES (ANGSTROEM)
H1 -0.359 0.273 2.652  0.42
H2 0.497 1.236 1.423  0.39
C1 0.223 -0.579 -0.724  -0.83
H3 -1.416 0.119 0.453  0.25
B1 -0.201 0.633 -1.753  -0.05
H4 0.186 1.727 -1.307  -0.18
I1 2.054 -0.697 2.351  -0.12
H5 -0.865 -1.462 0.999  0.29
H6 -1.441 0.665 -1.855  -0.17
C2 -0.517 -0.494 0.617  -0.28
H7 1.304 -0.549 -0.529  0.22
H8 0.035 -1.559 -1.178  0.18
H9 0.290 0.455 -2.875  -0.19
C3 0.211 0.232 1.726  -0.92

Results
Total charge = -1
Frontier orbital gap = 0.275 hartree

---

Entry 6:
Entry from the Open Molecules 2025 dataset: one molecule with the formula C3H9BO2S at a distorted geometry (wB97M-V/def2-TZVPD).

Each line ends with the Mulliken charge.
CARTESIAN COORDINATES (ANGSTROEM)
C1 1.165 1.116 -2.244  -0.75
H1 1.504 -0.281 2.849  0.21
H2 2.219 1.324 -2.454  0.27
H3 -3.572 0.034 0.269  0.29
H4 -2.403 -0.166 1.559  0.27
H5 -2.874 -1.626 0.720  0.29
B1 -0.097 -0.118 -0.055  0.62
C2 -2.688 -0.548 0.611  -0.77
H6 0.588 1.935 -2.052  0.34
S1 -1.666 0.064 -0.813  -0.18
H7 2.170 0.096 0.939  0.27
H8 1.833 -1.702 1.654  0.19
C3 1.517 -0.541 1.717  -0.49
O1 0.162 -0.454 1.259  -0.30
O2 1.305 0.501 -0.957  -0.50
H9 0.839 0.366 -3.001  0.24

Results
Frontier orbital gap = 0.370 hartree

---

Ordered total energy results: -24911.101, -43621.238, -46577.737, -68585.161, -12034.366, -18863.439; unit eV.
Ordered ΔE to the lowest compared entry with this formula, charge and spin results: 6.8, 92.6, 34.0, 17.3, 7.0, 50.8; unit kcal/mol.